ORCA calculation (the ωB97M-V functional and the def2-TZVPD basis) on a structure of composition C43H50BF6N7O3S3Tl.

Results
Multiplicity: 1
Total charge: -1
Orbital gap (alpha / beta): 3.6 / 3.6 eV
Relative energy (zero: lowest compared OMol25 entry of this formula, charge and spin): 0.000 eV
Strongest force on any atom: 2.78 eV/Å
Electronic energy: -4268.70441 Eh
Highest occupied orbital energy (alpha / beta): -0.0914 / -0.0913 Eh

Last column: Mulliken charge in e.
Cartesian coordinates (Å):
Tl -12.0886 -18.1855 -2.8348  0.751
C -9.2964 -23.0483 0.1383  -1.748
C -8.3602 -21.8469 0.1644  0.137
C -7.2573 -21.8201 1.0002  -0.304
C -6.3273 -20.7149 0.9976  -0.341
N -6.4484 -19.7819 0.0574  -0.251
N -7.6468 -19.7232 -0.6189  0.390
B -7.7426 -18.4188 -1.3279  -0.618
N -7.6791 -18.4535 -2.8427  0.938
N -7.0503 -19.5784 -3.3055  -0.258
C -6.3869 -19.4942 -4.4229  0.157
C -6.5290 -18.3685 -5.3127  -1.086
C -7.4922 -17.4342 -4.9894  0.489
C -7.8380 -16.2674 -5.8898  -1.723
C -8.1837 -17.5080 -3.7055  0.609
S -9.4744 -16.5488 -3.2145  -0.301
C -5.4829 -20.6969 -4.6872  2.481
C -4.1219 -20.3518 -5.2951  -1.940
C -6.3121 -21.5597 -5.6450  -1.931
C -5.2967 -21.5074 -3.3565  -1.749
N -7.4050 -17.1713 -0.6736  0.682
N -6.2694 -16.5880 -1.0898  -0.478
C -5.6599 -15.7164 -0.3318  0.232
C -6.1718 -15.4130 0.9761  -0.234
C -7.3486 -15.9779 1.4194  0.371
C -7.9748 -15.5946 2.7176  -1.916
C -8.0775 -16.7975 0.5190  0.151
S -9.6374 -17.4428 0.7851  -0.186
C -4.4004 -15.0111 -0.9427  2.012
C -4.8476 -13.6160 -1.3230  -1.650
C -3.2725 -15.0028 0.0988  -1.446
C -3.9161 -15.8382 -2.1277  -1.831
C -8.6040 -20.7193 -0.6491  0.733
S -9.9458 -20.6077 -1.6360  -0.195
C -5.2325 -20.5791 1.9996  2.180
C -4.7551 -21.9706 2.4808  -1.910
C -4.1412 -19.7927 1.2893  -1.369
C -5.7829 -19.7794 3.2173  -1.466
H -8.8957 -23.8691 0.7273  0.388
H -10.2998 -22.7756 0.5316  0.322
H -9.4197 -23.3558 -0.8973  0.330
H -7.1002 -22.7154 1.6337  0.129
H -5.8756 -18.2146 -6.1953  0.240
H -7.1327 -16.1147 -6.7327  0.383
H -8.8364 -16.3369 -6.2924  0.306
H -7.8308 -15.2923 -5.3287  0.307
H -4.2142 -19.9424 -6.2827  0.359
H -3.7103 -19.5784 -4.6055  0.356
H -3.4742 -21.1922 -5.3319  0.465
H -6.4943 -21.1559 -6.6141  0.393
H -5.8546 -22.5738 -5.7497  0.378
H -7.2809 -21.7759 -5.1642  0.409
H -4.9434 -20.8680 -2.5474  0.324
H -6.3193 -21.8190 -3.0710  0.277
H -4.6464 -22.3782 -3.5523  0.499
H -5.5514 -14.7941 1.6505  0.165
H -8.6799 -14.7562 2.5103  0.353
H -8.5067 -16.4974 3.0568  0.426
H -7.2858 -15.2941 3.5214  0.385
H -5.4594 -13.1784 -0.5375  0.337
H -3.9863 -13.0157 -1.6394  0.453
H -5.4476 -13.6312 -2.2667  0.296
H -3.6497 -14.4377 0.9628  0.338
H -3.0950 -16.0682 0.3871  0.249
H -2.4190 -14.4355 -0.3574  0.445
H -4.7084 -15.9453 -2.8494  0.327
H -3.0811 -15.4006 -2.6708  0.413
H -3.6030 -16.8278 -1.8571  0.368
H -4.4485 -22.5172 1.5653  0.372
H -3.8755 -21.8239 3.1753  0.427
H -5.5281 -22.4858 3.0198  0.370
H -3.5701 -20.3058 0.4895  0.306
H -4.5483 -18.8879 0.8172  0.060
H -3.3557 -19.4632 2.0209  0.384
H -6.7066 -20.2662 3.6205  0.335
H -5.0430 -19.7673 4.0148  0.476
H -6.1201 -18.8331 2.7852  0.222
C -13.4373 -18.8514 -11.2230  -1.389
C -14.2084 -19.5701 -10.1109  -0.230
C -14.5592 -21.0366 -10.3928  -1.014
C -13.2887 -21.9145 -10.4891  -0.989
C -12.4833 -21.7302 -9.2357  0.740
C -11.3991 -22.5595 -8.9097  -0.701
C -10.7782 -22.4626 -7.7157  0.194
F -9.7143 -23.2779 -7.5103  -0.346
C -11.1970 -21.5488 -6.7197  -1.366
C -12.1149 -20.5601 -7.0923  0.157
C -12.3059 -19.4354 -6.2190  0.888
O -11.6119 -19.3933 -5.1833  -0.551
C -13.2929 -18.4749 -6.6564  -0.356
C -13.7577 -18.5346 -7.9537  -0.051
N -13.5163 -19.5379 -8.8128  0.250
C -12.7602 -20.6294 -8.3812  0.165
C -13.8704 -17.3657 -5.7390  0.188
O -14.8505 -16.7390 -6.2140  -0.770
O -13.2869 -17.1174 -4.6107  -0.634
H -13.8866 -18.9890 -12.2019  0.381
H -12.3911 -19.2138 -11.2567  0.342
H -13.3765 -17.7316 -10.9974  0.335
H -15.1562 -19.0244 -9.8872  0.551
H -15.1571 -21.1556 -11.2908  0.429
H -15.1818 -21.4443 -9.5902  0.397
H -12.6517 -21.6103 -11.3269  0.312
H -13.5426 -22.9822 -10.5821  0.426
H -11.1874 -23.3924 -9.5554  0.451
H -10.7739 -21.4813 -5.7186  0.821
H -14.4267 -17.7063 -8.2270  0.489
F -13.9179 -20.3599 -0.7584  -0.261
C -13.4965 -19.2564 -0.0443  -0.212
F -12.7066 -19.7474 0.9991  -0.262
C -14.8337 -18.5810 0.3700  0.691
F -15.7379 -19.4043 1.0040  -0.309
F -15.4074 -18.1064 -0.7637  -0.247
F -14.5504 -17.5029 1.1496  -0.271

Force components x, y, z for each atom (eV/Å):
Tl -0.2 -0.2 0.8
C -0.1 0.9 0.1
C 1.3 -1.4 1.8
C -1.0 -0.5 -0.3
C -1.5 0.1 -2.0
N -1.2 -0.5 2.0
N 0.7 -0.2 0.3
B -0.8 -1.0 -2.5
N -0.5 -0.6 0.6
N 1.2 1.1 0.1
C 0.2 0.0 0.7
C -0.5 1.0 0.5
C 0.5 0.1 -0.8
C 0.9 1.1 0.3
C -0.5 0.4 0.5
S 1.3 -0.2 -0.4
C -0.6 -0.9 -0.1
C -0.8 1.7 1.5
C 0.0 -2.0 1.2
C -0.9 0.2 -1.0
N -0.2 1.3 2.4
N 0.5 0.3 -0.1
C -0.2 -0.3 -0.6
C 0.0 -0.5 0.4
C 1.5 1.8 -0.2
C -0.4 -0.3 0.3
C -1.4 -2.0 -1.1
S 1.8 0.5 -0.6
C -0.6 -1.4 0.5
C -0.1 0.1 -1.7
C -0.6 0.4 -0.1
C -0.2 0.6 -0.7
C -0.7 1.0 -1.5
S 0.6 0.2 0.4
C 0.4 -0.4 0.2
C 1.5 1.1 -0.5
C 1.9 1.0 0.6
C -1.0 -0.9 -0.9
H 0.1 0.0 0.1
H 0.6 -0.1 -0.3
H -0.2 -0.1 0.0
H 0.0 0.9 -0.3
H -0.6 -0.3 0.6
H -0.3 -0.5 0.4
H -0.4 -0.3 -0.1
H 0.0 -1.0 -0.2
H 0.0 0.3 -0.5
H 0.3 -0.4 -0.7
H 0.5 -0.8 0.1
H 0.0 0.5 -0.7
H -0.1 0.7 -0.2
H 0.2 0.2 -0.3
H 0.3 -0.1 -0.1
H 0.7 -0.2 0.1
H -0.2 0.4 0.2
H -0.7 -0.3 -0.4
H 0.2 -0.8 0.4
H -0.3 0.6 0.1
H 0.1 0.0 -0.6
H 0.3 0.4 0.0
H 0.0 0.2 0.6
H 0.0 -0.2 0.8
H 0.6 -0.2 0.0
H 0.4 1.0 -0.1
H -0.4 -0.9 0.7
H -0.4 -0.1 -0.3
H 0.2 0.4 0.2
H 0.0 -0.6 0.4
H 0.0 -0.1 0.8
H -0.8 -0.3 -0.8
H -0.3 -0.3 0.2
H -0.6 -0.2 0.4
H 0.1 -0.3 0.3
H -0.6 -0.2 -0.4
H 0.7 0.2 -0.3
H 0.1 0.5 -0.1
H 0.3 0.4 0.7
C 0.8 1.1 0.8
C -1.0 0.1 0.4
C 0.5 -0.6 -0.3
C -0.1 0.4 0.3
C 0.6 0.7 0.8
C -2.1 0.1 -1.2
C 0.3 1.1 2.4
F -0.2 0.0 0.3
C 0.6 -0.6 -1.3
C -0.3 -1.4 -2.3
C 0.2 0.7 1.5
O -0.6 0.2 -0.6
C -0.1 0.3 0.0
C -0.2 0.7 1.8
N 0.2 -0.7 -0.2
C 1.2 -0.2 0.5
C 0.0 1.5 0.5
O 1.0 -0.9 0.4
O -1.1 -0.5 -2.2
H -0.2 0.0 0.0
H -0.5 0.1 -0.1
H -0.1 -1.5 -0.3
H 0.6 -0.4 -0.5
H 0.0 0.3 -0.3
H 0.1 0.3 0.1
H -0.3 -0.2 -0.2
H 0.0 0.4 -0.2
H 0.3 -0.1 -0.3
H 0.1 -0.1 -0.3
H 0.2 -0.5 -0.2
F -0.3 -1.3 -0.1
C 0.3 2.2 -1.4
F -0.9 -0.2 0.6
C 2.5 -0.9 -0.2
F -0.2 1.0 -0.1
F -0.4 -0.3 0.7
F -0.8 -0.5 0.2